No. 1
This record from the Open Molecules 2025 dataset describes C6H7FN2O2 in the gas phase. The level of theory is wB97M-V/def2-TZVPD.

Last column: Mulliken charge in e.
Element x y z (Å)
C 0.067 1.816 0.520  -0.28
C 1.375 1.422 0.671  -0.18
C -1.070 1.190 0.046  0.02
C 1.952 0.180 0.770  -0.17
C -1.039 -0.039 -0.612  -0.45
C 1.304 -1.111 0.997  0.41
N 1.796 -2.277 0.798  -0.71
N -2.137 -0.586 -1.198  0.73
O -1.885 -1.722 -1.935  -0.42
O -3.307 -0.152 -1.159  -0.66
F 0.064 -0.914 1.558  -0.26
H -0.075 2.992 0.615  0.17
H 2.087 2.237 0.820  0.28
H -2.103 1.760 0.191  0.24
H 2.974 -0.001 0.565  0.30
H -0.003 -0.533 -0.840  0.37
H 2.731 -2.207 0.330  0.24
H -2.732 -2.054 -2.138  0.36

- SMILES = [H]\N=C(F)/C=C\C=C/C=[N+](\[O-])O
- frontier orbital gap (alpha / beta) (eV) = 7.04 / 6.87
- total charge = 0
- M (g mol⁻¹) = 158.13
- HOMO level (alpha / beta) (eV) = -8.08 / -8.15
- calculated total energy (Eh) = -592.4887
- ΔE to the lowest compared entry with this formula, charge and spin (eV) = 3.421



No. 2
This record from the Open Molecules 2025 dataset describes a gas-phase ion, C6H7FN4OS (charge +2). The level of theory is wB97M-V/def2-TZVPD.

Last column: Mulliken charge in e.
Element x y z (Å)
C -2.252 -1.668 -0.016  -0.24
C 2.897 1.589 0.157  0.62
C -0.112 -1.131 -0.083  0.32
C 2.497 -0.900 0.049  0.25
C -0.853 0.091 -0.043  0.41
C -0.977 2.411 -0.177  -0.89
N 2.641 0.463 -0.002  0.16
N -2.171 -0.315 -0.037  0.02
N -1.030 -2.151 -0.021  0.02
N 1.255 -1.491 -0.071  -0.24
O -0.302 1.298 0.107  -0.33
F 3.204 2.780 0.230  -0.08
S 3.899 -1.720 0.295  -0.13
H -3.125 -2.247 0.070  0.45
H -0.835 2.648 -1.250  0.36
H -0.708 3.173 0.579  0.28
H -1.993 2.441 -0.010  0.45
H -2.887 0.304 0.091  0.14
H -0.719 -3.067 0.123  0.16
H 1.572 -2.510 0.011  0.26

- SMILES = COc1[nH]c[nH+]c1NC(=S)[N+]#CF
- frontier orbital gap (eV) = 7.16
- total charge = +2
- M (g mol⁻¹) = 202.21
- HOMO level (eV) = -16.04
- calculated total energy (Eh) = -1024.3680



No. 3
This record from the Open Molecules 2025 dataset describes C6H7FO in the gas phase. The level of theory is wB97M-V/def2-TZVPD.

Last column: Mulliken charge in e.
Element x y z (Å)
C 1.922 -1.087 -0.588  -1.37
C 0.519 -1.185 -0.108  -0.23
C -0.388 -0.027 0.139  1.41
C 0.032 1.404 -0.251  -0.54
C -1.797 -0.199 -0.032  -1.25
C -2.963 -0.188 -0.313  0.11
H 1.884 -1.360 -1.645  0.32
H 2.541 -1.797 -0.068  0.33
H 2.320 -0.118 -0.529  0.40
H 0.037 -2.133 -0.283  0.52
H -0.024 1.538 -1.365  0.26
H -0.712 2.109 0.219  0.36
H -3.983 -0.222 -0.497  0.49
O 0.257 -0.667 1.224  -0.51
F 1.326 1.667 0.145  -0.30

- SMILES = C#C[C@@]1(CF)O[C@@H]1C
- frontier orbital gap (eV) = 10.96
- total charge = 0
- M (g mol⁻¹) = 114.12
- HOMO level (eV) = -10.06
- calculated total energy (Eh) = -407.8100
- ΔE to the lowest compared entry with this formula, charge and spin (eV) = 2.955



No. 4
This record from the Open Molecules 2025 dataset describes a molecular structure, C6H7HgO6. The level of theory is wB97M-V/def2-TZVPD.

Last column: Mulliken charge in e.
Element x y z (Å)
C 0.425 -0.051 1.976  -0.36
C 1.209 -0.478 1.011  -0.31
O 2.575 -0.171 0.986  -0.24
C 2.962 0.768 0.132  0.82
O 2.207 1.430 -0.553  -0.63
O 4.270 0.831 0.106  -0.39
H 0.529 0.586 2.852  0.33
H 0.877 -1.132 0.199  0.47
H 4.556 1.466 -0.566  0.39
C -1.788 -1.276 1.403  -0.83
C -2.076 -1.195 0.081  0.00
O -1.727 -0.021 -0.579  -0.25
C -2.065 0.136 -1.865  0.67
O -2.749 -0.598 -2.516  -0.45
O -1.441 1.236 -2.284  -0.43
Hg 0.013 1.740 -0.491  0.83
H -1.798 -2.269 1.854  0.30
H -1.997 -0.402 2.029  0.32
H -2.319 -2.033 -0.570  0.39
H -1.663 1.432 -3.205  0.37

- frontier orbital gap (alpha / beta) (eV) = 9.07 / 8.03
- 2S+1 = 3
- <S²> = 2.03
- total charge = +1
- M (g mol⁻¹) = 375.71
- HOMO level (alpha / beta) (eV) = -12.21 / -13.72
- calculated total energy (Eh) = -837.2791



No. 5
This record from the Open Molecules 2025 dataset describes C6H7I in the gas phase. The level of theory is wB97M-V/def2-TZVPD.

Last column: Mulliken charge in e.
Element x y z (Å)
C 0.152 -0.271 -1.524  -0.83
C 0.793 -1.841 0.674  -0.34
C -0.120 -1.112 -0.316  -0.08
C 0.167 0.241 0.054  1.00
C 1.475 -0.356 0.851  -0.38
C -0.530 1.363 0.604  -1.37
I 3.227 0.014 -0.056  0.08
H 1.138 -0.478 -2.069  0.11
H -0.636 0.016 -2.140  0.31
H 0.153 -2.218 1.580  0.21
H 1.335 -2.743 0.303  0.29
H -0.634 1.303 1.732  0.29
H -1.491 1.488 0.246  0.41
H -0.190 2.392 0.364  0.30

- frontier orbital gap (alpha / beta) (eV) = 8.01 / 7.06
- total charge = 0
- M (g mol⁻¹) = 206.03
- HOMO level (alpha / beta) (eV) = -8.11 / -7.72
- calculated total energy (Eh) = -530.2731
- ΔE to the lowest compared entry with this formula, charge and spin (eV) = 5.247



No. 6
This record from the Open Molecules 2025 dataset describes 2 unconnected molecules or ions with the total composition C6H7IN2. The level of theory is wB97M-V/def2-TZVPD.

Last column: Mulliken charge in e.
Element x y z (Å)
C -0.109 -2.176 -0.261  -0.44
C 1.226 -2.489 -0.083  -0.34
C -0.118 -0.820 0.157  0.06
C -2.091 2.280 -0.684  -0.19
C -2.524 1.167 -0.260  -0.35
C 1.749 0.790 0.657  -0.77
N 2.005 -1.433 0.307  -0.79
N 1.134 -0.428 0.540  0.61
I -4.264 0.203 0.300  0.14
H -0.952 -2.681 -0.714  0.35
H 1.609 -3.496 -0.279  0.37
H -2.747 3.152 -0.822  0.28
H -1.002 2.324 -1.010  0.17
H 2.952 0.599 0.825  0.29
H 1.725 1.539 -0.143  0.31
H 1.407 1.470 1.470  0.30

- frontier orbital gap (alpha / beta) (eV) = 7.55 / 8.63
- total charge = 0
- M (g mol⁻¹) = 234.04
- HOMO level (alpha / beta) (eV) = -8.56 / -9.34
- calculated total energy (Eh) = -639.7688
- ΔE to the lowest compared entry with this formula, charge and spin (eV) = 5.491



No. 7
This record from the Open Molecules 2025 dataset describes a molecular structure, C6H7LiO3Y. The level of theory is wB97M-V/def2-TZVPD.

Last column: Mulliken charge in e.
Element x y z (Å)
O 2.589 -0.196 0.544  -0.35
C 1.504 1.058 0.977  -0.30
C 1.301 -0.169 1.838  0.19
O 0.216 -0.829 1.806  -0.64
H 3.315 -0.207 1.174  0.39
H 1.629 2.011 0.455  0.41
H 1.490 1.772 1.831  0.31
H 1.854 -0.151 2.797  0.44
Y -1.761 -1.089 1.108  1.73
C 0.724 1.151 -1.275  -1.38
C -0.368 0.369 -1.537  1.41
C -1.421 -0.303 -1.646  -0.80
C -2.525 -1.102 -1.620  0.06
O -3.013 -1.520 -0.487  -0.67
Li -4.641 -2.501 -0.318  0.94
H 0.510 2.223 -1.198  0.48
H 1.596 0.925 -1.901  0.42
H -2.999 -1.443 -2.548  0.36

- frontier orbital gap (alpha / beta) (eV) = 5.14 / 5.54
- total charge = +3
- M (g mol⁻¹) = 222.97
- HOMO level (alpha / beta) (eV) = -18.25 / -18.58
- calculated total energy (Eh) = -503.0198



No. 8
This record from the Open Molecules 2025 dataset describes a molecular structure, C6H7N. The level of theory is wB97M-V/def2-TZVPD.

Last column: Mulliken charge in e.
Element x y z (Å)
C 0.020 -0.030 -1.369  0.53
C -1.193 -0.568 -0.793  -0.71
C 0.841 0.131 -0.020  -0.29
C 1.109 1.388 0.465  -0.71
C -1.035 -1.220 1.710  -0.77
N 0.202 0.537 -2.495  -0.75
C -0.871 -0.653 0.517  0.41
H 1.126 0.959 -2.574  0.26
H -2.160 -0.640 -1.271  0.43
H 1.518 -0.672 0.263  0.39
H 2.013 1.608 1.021  0.31
H 0.492 2.233 0.182  0.30
H -1.701 -2.066 1.834  0.27
H -0.361 -1.007 2.529  0.31

- frontier orbital gap (alpha / beta) (eV) = 7.40 / 6.69
- total charge = 0
- M (g mol⁻¹) = 93.13
- HOMO level (alpha / beta) (eV) = -7.99 / -7.79
- calculated total energy (Eh) = -287.3862
- ΔE to the lowest compared entry with this formula, charge and spin (eV) = 5.469